No. 1
The following is a DFT calculation (ωB97M-V with the def2-TZVPD basis set) of a 2-piece molecular cluster, C2H6NO3 overall.

⟨S²⟩: 0.754
2S+1: 2
frontier orbital gap (spin up / spin down): 10.791 / 7.404 eV

Cartesian coordinates (Å):
H1 -0.082 0.330 1.810
O1 1.334 0.580 0.374
H2 -2.076 -2.198 0.047
H3 3.168 1.721 -1.045
H4 -1.669 -1.419 1.656
O2 -2.715 -0.327 0.328
C1 -1.843 -1.258 0.564
H5 1.743 1.524 -1.531
C2 0.318 0.071 0.817
O3 2.643 1.485 -1.826
N1 -0.409 -0.809 0.108
H6 -0.103 -1.106 -0.806

No. 2
The following is a DFT calculation (ωB97M-V with the def2-TZVPD basis set) of an isolated ion of composition C5H12NO2 and charge +1.

net charge: +1
frontier orbital gap (spin up / spin down): 9.513 / 9.514 eV
SMILES: CO[N+](=O)C(C)(C)C

Cartesian coordinates (Å):
H1 1.195 0.061 2.180
H2 -0.707 -1.815 0.455
H3 -2.150 0.492 -2.136
O1 -0.048 0.937 -1.696
N1 -0.199 0.436 -0.646
H4 -2.764 1.851 -1.086
H5 2.253 -0.151 -1.296
C1 0.347 0.452 1.683
H6 -3.524 0.308 -1.003
H7 2.542 1.195 -0.032
C2 -2.596 0.767 -1.199
O2 -1.694 0.314 -0.273
C3 2.149 0.105 -0.151
C4 0.711 -0.111 0.296
H8 0.833 -2.170 1.252
H9 0.431 1.540 1.647
C5 0.330 -1.605 0.352
H10 -0.599 0.060 1.867
H11 0.650 -2.129 -0.678
H12 2.838 -0.537 0.465

Calculated values (eV/A) of max |F| for the records, taken in order: 4.1; 6.8.
Calculated values (kcal/mol) of relative energy (zero: lowest compared OMol25 entry of this formula, charge and spin) for the records, taken in order: 13.4; 137.2.